(1)
Molecular formula: C36H27Cl3GeN6NaP2SSe2
Method: DFT, ωB97M-V with the def2-TZVPD basis set

- DFT total energy: -11220.41104 Eh
- Strongest force on any atom: 0.49 eV/A
- Orbital gap (alpha / beta): 6.71 / 6.78 eV
- Expectation value of S²: 0.756
- LUMO level (alpha / beta): -0.0061 / -0.0438 Eh
- Total charge: 0
- Spin multiplicity: 2
- Energy above the lowest of the compared OMol25 structures with the same formula, charge and spin: 0.0 kcal/mol
- HOMO energy (alpha / beta): -6.88 / -7.97 eV

Each line ends with the Mulliken spin population.
Element x y z (Å)
1 Na 0.931 3.095 -0.837  0.00
2 Se -2.756 -2.562 1.994  0.00
3 P -1.115 -1.381 2.576  0.00
4 C -1.389 -0.562 4.167  0.00
5 C -2.407 0.387 4.245  0.00
6 C -2.672 1.022 5.444  0.00
7 C -1.929 0.706 6.576  0.00
8 C -0.920 -0.239 6.502  0.00
9 C -0.643 -0.871 5.296  0.00
10 C 0.437 -2.318 2.763  0.00
11 C 1.660 -1.665 2.918  0.00
12 C 2.824 -2.404 3.073  0.00
13 C 2.773 -3.792 3.083  0.00
14 C 1.556 -4.442 2.942  0.00
15 C 0.389 -3.708 2.780  0.00
16 C -0.716 -0.022 1.470  -0.02
17 C -1.015 0.316 0.144  0.03
18 N -0.421 1.501 -0.078  0.01
19 N 0.211 1.865 1.020  0.00
20 N 0.060 0.964 1.966  0.00
21 P -1.849 -0.390 -1.279  0.08
22 Se -1.653 0.946 -2.973  0.32
23 C -1.080 -1.963 -1.725  -0.07
24 C -1.674 -3.183 -1.422  0.01
25 C -1.034 -4.365 -1.766  0.00
26 C 0.194 -4.331 -2.408  0.00
27 C 0.786 -3.112 -2.717  -0.01
28 C 0.149 -1.929 -2.383  0.03
29 C -3.588 -0.641 -0.923  0.02
30 C -4.167 -0.067 0.202  0.00
31 C -5.536 -0.171 0.398  0.00
32 C -6.316 -0.860 -0.516  0.00
33 C -5.737 -1.434 -1.643  0.00
34 C -4.376 -1.313 -1.857  0.00
35 H -2.987 0.631 3.362  0.00
36 H -3.455 1.767 5.497  0.00
37 H -2.140 1.202 7.515  0.00
38 H -0.339 -0.483 7.382  0.00
39 H 0.154 -1.600 5.242  0.00
40 H 1.694 -0.582 2.932  0.00
41 H 3.771 -1.893 3.192  0.00
42 H 3.683 -4.366 3.204  0.00
43 H 1.513 -5.523 2.953  0.00
44 H -0.564 -4.204 2.648  0.00
45 H -2.622 -3.211 -0.907  0.00
46 H -1.497 -5.312 -1.524  0.00
47 H 0.690 -5.255 -2.676  0.00
48 H 1.739 -3.083 -3.228  0.00
49 H 0.595 -0.975 -2.639  0.02
50 H -3.554 0.464 0.918  -0.03
51 H -5.988 0.284 1.269  0.00
52 H -7.383 -0.945 -0.358  0.00
53 H -6.350 -1.960 -2.362  0.00
54 H -3.925 -1.727 -2.751  0.00
55 N 4.632 2.320 -3.308  0.00
56 C 4.379 3.568 -3.846  0.00
57 C 5.028 4.324 -4.816  0.00
58 C 4.471 5.552 -5.115  0.00
59 C 3.307 6.007 -4.474  0.00
60 C 2.669 5.249 -3.514  0.00
61 C 3.224 4.010 -3.197  0.00
62 N 2.796 3.051 -2.288  0.00
63 C 3.654 2.070 -2.390  0.00
64 C 3.570 0.824 -1.628  0.00
65 C 4.464 -0.205 -1.631  0.00
66 S 3.917 -1.446 -0.594  0.00
67 C 2.523 -0.507 -0.236  0.00
68 N 2.470 0.641 -0.829  0.00
69 H 5.379 1.699 -3.561  0.00
70 H 5.921 3.972 -5.315  0.00
71 H 4.938 6.177 -5.863  0.00
72 H 2.902 6.972 -4.746  0.00
73 H 1.764 5.592 -3.030  0.00
74 H 5.400 -0.293 -2.157  0.00
75 H 1.765 -0.872 0.443  0.00
76 Cl -3.148 3.473 0.812  0.14
77 Ge -2.676 3.020 -1.324  0.31
78 Cl -4.326 3.964 -2.421  0.08
79 Cl -1.037 4.536 -1.669  0.05

---

(2)
Molecular formula: C4H7BO2
Method: DFT, ωB97M-V with the def2-TZVPD basis set

- DFT total energy: -331.99403 Eh
- Strongest force on any atom: 5.11 eV/A
- Orbital gap: 10.16 eV
- LUMO level: 0.0263 Eh
- Total charge: 0
- SMILES: CC1=CB(O)OC1
- Energy above the lowest of the compared OMol25 structures with the same formula, charge and spin: 6.8 kcal/mol
- HOMO energy: -9.45 eV

Each line ends with the natural charge from an NBO analysis.
Element x y z (Å)
1 C -2.037 0.496 -0.004  -0.65
2 C -0.583 0.111 0.114  0.07
3 C 0.490 1.010 0.012  -0.57
4 B 1.786 0.171 0.050  1.05
5 O 3.125 0.527 0.033  -0.87
6 O 1.400 -1.141 0.041  -0.70
7 C -0.049 -1.308 0.069  -0.12
8 H -2.195 1.655 -0.172  0.23
9 H -2.538 0.106 0.779  0.22
10 H -2.578 -0.059 -0.836  0.22
11 H 0.174 1.987 -0.011  0.21
12 H 3.677 -0.106 -0.271  0.48
13 H -0.133 -1.738 1.050  0.21
14 H -0.538 -1.710 -0.855  0.21

---

(3)
Molecular formula: C5H15N2
Method: DFT, ωB97M-V with the def2-TZVPD basis set

- DFT total energy: -308.75302 Eh
- Strongest force on any atom: 0.74 eV/A
- Orbital gap: 11.19 eV
- LUMO level: -0.1058 Eh
- Total charge: +1
- Energy above the lowest of the compared OMol25 structures with the same formula, charge and spin: 24.9 kcal/mol
- HOMO energy: -14.06 eV

Each line ends with the natural charge from an NBO analysis.
Element x y z (Å)
1 C -0.131 -2.260 -1.033  -0.42
2 N -0.513 -0.918 -1.542  -0.54
3 C 0.320 -0.473 -2.704  -0.42
4 H -0.810 -2.548 -0.240  0.24
5 H -0.175 -2.983 -1.843  0.23
6 H 0.886 -2.193 -0.651  0.23
7 H -0.336 -0.186 -0.790  0.47
8 H -1.498 -0.845 -1.789  0.42
9 H 1.357 -0.450 -2.381  0.23
10 H 0.010 0.529 -2.983  0.23
11 H 0.199 -1.167 -3.525  0.23
12 C 0.856 0.920 2.811  -0.63
13 C 0.183 0.152 1.691  -0.26
14 C -0.710 2.041 0.631  0.01
15 N -0.070 0.963 0.475  -0.48
16 H 1.091 0.256 3.639  0.24
17 H 1.771 1.411 2.473  0.22
18 H 0.212 1.686 3.235  0.21
19 H -0.759 -0.277 2.050  0.21
20 H 0.822 -0.677 1.394  0.19
21 H -1.107 2.362 1.593  0.18
22 H -0.877 2.693 -0.226  0.19

---

(4)
Molecular formula: C4H8S2
Method: DFT, ωB97M-V with the def2-TZVPD basis set

- DFT total energy: -953.55513 Eh
- Strongest force on any atom: 3.38 eV/A
- Orbital gap: 8.64 eV
- LUMO level: -0.0030 Eh
- Total charge: 0
- SMILES: CCCC(=S)S
- Energy above the lowest of the compared OMol25 structures with the same formula, charge and spin: 19.8 kcal/mol
- HOMO energy: -8.72 eV

Each line ends with the natural charge from an NBO analysis.
Element x y z (Å)
1 C 2.117 -0.559 -0.974  -0.61
2 C 2.028 0.113 0.426  -0.39
3 C 0.714 -0.189 1.117  -0.48
4 C -0.474 0.133 0.240  -0.29
5 S -0.812 1.616 -0.224  0.03
6 S -1.561 -1.174 -0.144  0.13
7 H 2.207 -1.608 -0.976  0.20
8 H 1.162 -0.269 -1.529  0.21
9 H 2.910 -0.163 -1.562  0.22
10 H 2.092 1.220 0.365  0.22
11 H 2.898 -0.280 0.952  0.21
12 H 0.638 -1.255 1.290  0.20
13 H 0.558 0.426 1.996  0.25
14 H -0.819 -2.134 0.491  0.11